ORCA calculation (ωB97M-V/def2-TZVPD) on the molecule C24H27N5O6S.

Summary:
Electronic energy ... -2054.22375 hartree
Relative energy (zero: lowest compared OMol25 entry of this formula, charge and spin) ... 0.0 kJ/mol
SMILES string ... COc1cccc(N(C(=O)c2snc(C(N)=O)c2N)[C@@H](C(=O)NC[C@H]2CCCO2)c2ccc(C)o2)c1
Highest occupied orbital energy ... -7.964 eV
Gap between HOMO and LUMO ... 8.1 eV
Total charge ... 0
F_max ... 0.99 eV/A

Last column: natural (NBO) charge in e.
Positions of all 63 atoms, in Å:
C1 4.3626 -1.9362 -1.4890  -0.253
O1 4.1359 -1.2022 -2.6712  -0.491
C2 3.0225 -0.4309 -2.7419  0.302
C3 2.8579 0.3107 -3.9147  -0.238
C4 1.7642 1.1352 -4.0735  -0.201
C5 0.8166 1.2511 -3.0692  -0.237
C6 0.9770 0.5086 -1.9086  0.125
N1 0.0705 0.6660 -0.8320  -0.444
C7 -1.1631 0.1088 -0.7435  0.672
O2 -1.8590 0.3068 0.2558  -0.677
C8 -1.6440 -0.7304 -1.8221  -0.440
S1 -0.7799 -1.2961 -3.2173  0.725
N2 -1.9950 -2.2206 -3.7511  -0.582
C9 -3.0518 -2.1627 -2.9673  0.000
C10 -4.2698 -2.9432 -3.2554  0.642
N3 -4.1995 -3.6664 -4.3902  -0.802
O3 -5.2478 -2.9320 -2.5239  -0.635
C11 -2.9149 -1.3172 -1.8211  0.216
N4 -3.8775 -1.1157 -0.9174  -0.784
C12 0.5433 1.3473 0.3790  -0.159
C13 0.5665 0.3102 1.5169  0.712
O4 1.1429 -0.7515 1.3896  -0.652
N5 -0.0514 0.6975 2.6441  -0.599
C14 -0.3379 -0.2348 3.7095  -0.245
C15 -1.8559 -0.4356 3.8261  0.079
C16 -2.2267 -1.5251 4.8492  -0.431
C17 -3.3092 -0.8593 5.6996  -0.427
C18 -2.9138 0.6115 5.5885  -0.066
O5 -2.4728 0.7738 4.2578  -0.538
C19 1.9004 1.9269 0.1723  0.261
C20 3.1238 1.5828 0.6615  -0.277
C21 4.0516 2.4670 0.0574  -0.327
C22 3.3298 3.2855 -0.7583  0.303
C23 3.7364 4.3883 -1.6671  -0.652
O6 2.0199 2.9672 -0.6860  -0.411
C24 2.0682 -0.3344 -1.7374  -0.268
H1 5.3090 -2.4525 -1.6409  0.200
H2 4.4408 -1.2768 -0.6197  0.181
H3 3.5709 -2.6708 -1.3153  0.182
H4 3.6089 0.2246 -4.6836  0.225
H5 1.6531 1.7067 -4.9824  0.218
H6 -0.0308 1.9103 -3.1741  0.227
H7 -3.3575 -3.6371 -4.9388  0.417
H8 -4.9769 -4.2401 -4.6684  0.405
H9 -3.6437 -0.5652 -0.1040  0.431
H10 -4.7259 -1.6547 -1.0134  0.432
H11 -0.1786 2.1438 0.6061  0.232
H12 -0.6594 1.5031 2.6260  0.409
H13 0.0555 0.1587 4.6528  0.195
H14 0.1581 -1.1766 3.4664  0.236
H15 -2.2491 -0.6499 2.8253  0.202
H16 -2.5732 -2.4338 4.3640  0.225
H17 -1.3575 -1.7670 5.4623  0.202
H18 -3.3231 -1.2135 6.7274  0.216
H19 -4.2920 -1.0117 5.2537  0.207
H20 -3.7395 1.3054 5.7508  0.194
H21 -2.1033 0.8474 6.2950  0.155
H22 3.3338 0.7987 1.3591  0.241
H23 5.1111 2.4857 0.2101  0.227
H24 3.5039 4.1271 -2.6991  0.228
H25 3.1984 5.3028 -1.4218  0.226
H26 4.8036 4.5644 -1.5758  0.229
H27 2.1434 -0.8801 -0.8103  0.257

ORCA calculation (ωB97M-V/def2-TZVPD) on the molecule C24H27N7O2S.

Summary:
Electronic energy ... -1862.71918 hartree
Relative energy (zero: lowest compared OMol25 entry of this formula, charge and spin) ... 67.1 kJ/mol
SMILES string ... CC[C@@H](c1nnc(SCC(=O)Nc2nnc(-c3ccccc3)o2)n1Cc1ccccc1)N(C)C
Highest occupied orbital energy ... -8.141 eV
Gap between HOMO and LUMO ... 8.7 eV
Total charge ... 0
F_max ... 1.57 eV/A

Last column: natural (NBO) charge in e.
Positions of all 61 atoms, in Å:
C1 4.1726 3.6750 -1.2052  -0.607
C2 4.1562 2.1649 -1.3987  -0.420
C3 3.8624 1.4267 -0.0825  -0.076
C4 2.4325 1.6057 0.3097  0.346
N1 1.4989 2.1645 -0.4024  -0.279
N2 0.3546 2.1336 0.2983  -0.380
C5 0.6061 1.5472 1.4448  0.191
S1 -0.5392 1.2946 2.7251  0.306
C6 -1.9515 2.2476 2.0618  -0.614
C7 -2.7856 1.4189 1.0970  0.670
O1 -3.8541 0.9482 1.3942  -0.570
N3 -2.1801 1.2787 -0.1216  -0.662
C8 -2.6802 0.5419 -1.1523  0.618
N4 -2.0323 0.2358 -2.2371  -0.331
N5 -2.8801 -0.4838 -2.9938  -0.279
C9 -3.9982 -0.5858 -2.3423  0.419
C10 -5.2021 -1.2647 -2.7587  -0.042
C11 -6.3149 -1.3013 -1.9199  -0.214
C12 -7.4625 -1.9501 -2.3342  -0.198
C13 -7.5077 -2.5613 -3.5772  -0.208
C14 -6.4001 -2.5260 -4.4115  -0.209
C15 -5.2474 -1.8812 -4.0090  -0.196
O2 -3.9311 0.0570 -1.1430  -0.394
N6 1.9163 1.1871 1.5109  -0.367
C16 2.5670 0.4735 2.5825  -0.263
C17 1.7676 -0.7389 2.9880  0.040
C18 1.4209 -0.9540 4.3140  -0.224
C19 0.6788 -2.0669 4.6688  -0.206
C20 0.2710 -2.9674 3.7004  -0.207
C21 0.6155 -2.7581 2.3754  -0.186
C22 1.3649 -1.6519 2.0208  -0.239
N7 4.1472 -0.0093 -0.0739  -0.455
C23 5.5586 -0.3259 -0.0156  -0.409
C24 3.4871 -0.7362 -1.1425  -0.426
H1 4.4088 4.1692 -2.1440  0.215
H2 4.9189 3.9648 -0.4673  0.194
H3 3.1967 4.0177 -0.8739  0.224
H4 3.3914 1.9060 -2.1298  0.227
H5 5.1283 1.8362 -1.7720  0.203
H6 4.4833 1.8691 0.7105  0.208
H7 -2.5580 2.5015 2.9302  0.259
H8 -1.5499 3.1402 1.5856  0.257
H9 -1.2292 1.6754 -0.2543  0.463
H10 -6.2680 -0.8225 -0.9534  0.231
H11 -8.3258 -1.9794 -1.6860  0.214
H12 -8.4075 -3.0662 -3.8967  0.213
H13 -6.4393 -3.0035 -5.3793  0.215
H14 -4.3735 -1.8385 -4.6392  0.236
H15 2.6915 1.1461 3.4386  0.211
H16 3.5466 0.1651 2.2078  0.256
H17 1.7278 -0.2466 5.0706  0.211
H18 0.4122 -2.2256 5.7029  0.216
H19 -0.3160 -3.8304 3.9766  0.217
H20 0.2995 -3.4576 1.6159  0.218
H21 1.6375 -1.4893 0.9885  0.220
H22 6.0212 0.2149 0.8095  0.197
H23 5.6614 -1.3950 0.1697  0.205
H24 6.1006 -0.0854 -0.9409  0.170
H25 3.5114 -1.7997 -0.9021  0.202
H26 3.9682 -0.5919 -2.1185  0.177
H27 2.4507 -0.4129 -1.2195  0.215

ORCA calculation (ωB97M-V/def2-TZVPD) on a cluster of 2 separate species, C24H27O6 in total.

Summary:
Electronic energy ... -1382.19421 hartree
Relative energy (zero: lowest compared OMol25 entry of this formula, charge and spin) ... 0.0 kJ/mol
Highest occupied orbital energy ... -2.145 eV
Gap between HOMO and LUMO ... 4.3 eV
Total charge ... -1
F_max ... 3.31 eV/A

Last column: natural (NBO) charge in e.
Positions of all 57 atoms, in Å:
C1 4.8150 -0.2760 3.3366  -0.621
C2 3.3799 0.1844 3.1813  -0.084
O1 2.4567 -0.6994 3.7738  -0.544
C3 1.2195 -0.0994 3.8101  0.707
C4 0.1065 -0.9620 4.0615  -0.552
C5 -1.2344 -0.5733 3.9290  -0.028
C6 -1.6042 0.7636 3.6728  -0.221
C7 -2.9180 1.1298 3.5518  -0.228
C8 -3.9143 0.1750 3.6509  -0.327
C9 -3.5834 -1.1531 3.8676  -0.221
C10 -2.2716 -1.5277 4.0107  -0.257
O2 1.0657 1.1006 3.6032  -0.735
H1 5.4878 0.2483 2.6580  0.197
H2 5.1704 -0.1128 4.3533  0.195
H3 4.9000 -1.3431 3.1389  0.200
H4 3.2277 1.1753 3.6323  0.197
H5 3.0818 0.2689 2.1247  0.177
H6 0.3305 -1.9814 4.3106  0.179
H7 -0.8281 1.4995 3.5695  0.241
H8 -3.1740 2.1597 3.3615  0.183
H9 -4.9475 0.4658 3.5569  0.179
H10 -4.3624 -1.8959 3.8994  0.183
H11 -2.0152 -2.5635 4.1455  0.183
C11 5.8033 1.3950 -2.8607  -0.625
C12 4.7066 1.3846 -1.8147  -0.075
O3 3.6975 0.4598 -2.1326  -0.508
C13 2.7448 0.4336 -1.1517  0.777
C14 1.6867 -0.5997 -1.3101  -0.255
C15 0.3889 -0.2354 -1.2463  -0.015
C16 -0.7657 -1.1116 -1.4728  -0.099
C17 -0.9274 -2.3147 -0.7850  -0.082
C18 -1.9842 -3.1492 -1.0630  -0.228
C19 -2.9120 -2.7968 -2.0204  -0.202
C20 -2.7791 -1.6059 -2.7020  -0.224
C21 -1.7220 -0.7698 -2.4300  -0.179
C22 2.1312 -1.9741 -1.6411  0.773
O4 1.4033 -2.7470 -2.2328  -0.588
O5 3.4061 -2.2882 -1.2617  -0.498
C23 3.7671 -3.5534 -1.7600  -0.076
C24 5.2700 -3.7294 -1.7626  -0.625
O6 2.7297 1.1906 -0.2005  -0.561
H12 6.6100 2.0872 -2.6140  0.216
H13 6.2335 0.3990 -2.9685  0.209
H14 5.4037 1.6742 -3.8359  0.207
H15 5.0921 1.1008 -0.8259  0.190
H16 4.2322 2.3694 -1.7028  0.188
H17 0.1856 0.8093 -1.0721  0.231
H18 -0.1872 -2.6032 -0.0594  0.211
H19 -2.0766 -4.0889 -0.5448  0.212
H20 -3.7353 -3.4551 -2.2405  0.204
H21 -3.4970 -1.3373 -3.4595  0.205
H22 -1.6033 0.1463 -2.9814  0.203
H23 3.2630 -4.3088 -1.1418  0.183
H24 3.3498 -3.6385 -2.7744  0.196
H25 5.5742 -4.7208 -2.1011  0.213
H26 5.7400 -2.9916 -2.4138  0.207
H27 5.6681 -3.5699 -0.7605  0.215

Q: The highest gap between HOMO and LUMO belongs to which entry?
A: C24H27N7O2S

Q: Look up the electronic energy of the second one.
A: -1862.71918 hartree